Record 1
This record from the OMol25 dataset describes a 4-piece molecular cluster, C17H39BrN3O12P4S4 overall at a distorted geometry. The level of theory is the ωB97M-V functional and the def2-TZVPD basis.

Properties
E_HOMO: -4.98 eV
orbital gap: 6.387 eV
charge: -1
E: -197834.1043 eV
LUMO: 1.40 eV

```
80
Properties=species:S:1:pos:R:3:forces:R:3
C 5.95538 0.16348 -1.36821 -0.12 0.32 -1.94
C 4.65813 -0.07317 -2.30000 -0.70 0.89 0.31
C 4.80750 -1.11364 -3.51333 0.92 -0.64 0.93
N 3.53824 0.57395 -2.02357 2.35 -2.88 2.63
C 2.47669 -0.36488 -1.55970 -1.86 -0.68 -2.65
O 1.42008 -0.28181 -2.56902 0.01 1.09 1.67
P -0.21607 -0.08188 -1.94760 3.88 -2.10 -0.04
C -0.08276 1.84181 -1.92644 -0.51 1.26 0.17
S 0.86380 2.62733 -3.29416 -0.95 7.41 -1.01
O 1.43743 3.92233 -2.70759 -0.56 -3.68 -0.54
O -0.00095 3.09602 -4.46660 1.65 -2.78 2.29
C -0.10248 -2.01074 -1.80642 -0.86 -2.27 1.61
C -0.49198 -2.58762 -0.39946 1.39 -3.81 -3.98
C -0.37956 -4.13586 -0.33765 0.64 2.68 -2.96
C 0.08686 -4.81662 -1.62676 -0.41 0.51 1.29
N 0.47912 -4.28569 -2.87306 -1.28 2.61 3.02
C 0.39753 -2.87096 -2.98106 -1.10 -1.27 3.14
P -1.01771 0.02908 -4.02592 0.43 1.50 -2.58
O 0.28823 -0.16524 -5.17801 -1.60 -1.48 0.71
Br -2.50312 -1.68324 -4.43815 0.59 -0.20 0.09
P -2.32714 0.14731 -1.37757 -3.43 2.52 4.53
O -2.33249 0.95752 -0.05111 -0.13 -2.01 -3.43
O -3.23344 -1.24462 -1.08130 1.04 0.88 -1.02
O -3.25116 1.03589 -2.54803 0.42 -2.20 1.53
O 0.38169 0.08098 -0.29827 1.18 -0.01 0.14
C 1.80240 -0.12532 -0.11309 -0.29 -2.30 -0.06
P 2.61165 1.10134 1.10135 -0.37 2.67 -0.24
N 1.85243 0.72628 2.66607 1.26 -1.42 -1.96
O 4.26789 0.67694 1.25424 -2.27 -2.02 0.11
H 6.86349 -0.01494 -2.03808 -0.88 0.25 1.23
H 5.91621 -0.62781 -0.54302 -0.04 1.09 -1.20
H 5.97035 1.21033 -0.92236 -0.21 -1.53 -0.52
H 5.93117 -1.35287 -3.61083 -1.70 0.35 0.01
H 4.44331 -0.67634 -4.50849 0.26 -0.60 1.73
H 4.30773 -2.12540 -3.27452 0.44 1.64 -0.49
H 2.73659 -1.49374 -1.57204 0.36 1.73 0.01
H -1.10123 2.38491 -1.88802 1.64 -0.61 -0.58
H 0.43934 2.16298 -0.95110 -0.53 -0.54 -1.86
H 1.96557 1.92780 -3.75922 -1.00 -0.39 0.56
H -0.85896 -1.96900 0.47293 0.62 -0.63 -1.38
H -0.64662 -4.73587 0.60413 0.52 0.93 -1.74
H 0.12312 -5.96739 -1.56878 0.04 1.95 -0.23
H 0.71622 -2.43950 -3.99570 -0.56 -0.50 2.00
H 0.13271 -1.00588 -5.67095 0.32 0.84 0.43
H -2.91417 -2.04742 -1.54528 -0.04 0.67 0.10
H -4.09611 0.53948 -2.66893 0.83 0.47 0.04
H 1.82567 -1.13197 0.44846 0.40 0.84 -0.86
H 2.29756 -0.17389 2.94789 -0.78 0.59 0.26
H 0.86351 0.48123 2.44456 0.74 0.27 0.42
H 4.26640 -0.31352 1.32243 0.51 0.96 0.06
C -1.38901 0.39184 6.05810 -0.13 0.15 -0.05
S -0.61506 -1.03744 5.27142 0.30 -0.03 -0.19
O -0.00823 -0.56744 3.98919 -0.64 -0.34 0.50
C -2.15936 -1.87971 4.86163 -0.18 0.05 -0.08
H -0.60397 1.08387 6.36512 0.02 -0.14 -0.08
H -2.05582 0.89012 5.35186 0.07 -0.06 -0.04
H -1.94750 0.06520 6.93702 0.07 -0.07 -0.03
H -2.77784 -1.23807 4.23126 0.09 0.02 -0.01
H -2.69205 -2.13018 5.78081 0.10 0.01 0.01
H -1.91992 -2.79636 4.32134 0.10 0.10 0.06
C -1.70477 -1.58276 10.09146 -0.06 0.09 -0.01
S -0.93073 -3.01224 9.30479 0.12 0.07 -0.21
O -0.32211 -2.54352 8.02360 -0.40 -0.10 0.45
C -2.47482 -3.85419 8.89465 -0.09 -0.01 -0.05
H -0.91984 -0.89074 10.39880 0.01 -0.13 -0.07
H -2.37124 -1.08442 9.38507 0.05 -0.07 -0.03
H -2.26385 -1.90875 10.97027 0.05 -0.03 -0.04
H -3.09284 -3.21250 8.26415 0.08 0.03 0.02
H -3.00826 -4.10456 9.81338 0.06 0.02 -0.01
H -2.23546 -4.77090 8.35452 0.09 0.10 0.05
C -2.19769 5.28616 -5.37719 -0.04 0.03 -0.05
S -2.22277 6.96276 -6.04234 -0.16 -0.19 0.22
O -3.43007 7.64965 -5.48745 0.17 -0.15 -0.25
C -2.60767 6.47982 -7.73988 -0.09 0.00 -0.13
H -2.00947 5.34188 -4.30484 0.08 0.05 -0.13
H -3.16049 4.80226 -5.55151 -0.01 0.13 -0.03
H -1.39860 4.71630 -5.85373 0.03 0.04 0.14
H -3.54443 5.92029 -7.76439 0.03 0.03 0.09
H -1.79484 5.86970 -8.13767 0.00 0.03 0.08
H -2.70935 7.38373 -8.34210 0.03 -0.01 0.12
```
Positions in Å, forces in eV/Å.


Record 2
This record from the OMol25 dataset describes a 3-piece molecular cluster, C17H39ClNO6 overall at a distorted geometry. The level of theory is the ωB97M-V functional and the def2-TZVPD basis.

Properties
E_HOMO: -2.03 eV
orbital gap: 4.473 eV
charge: -1
E: -44555.0762 eV
LUMO: 2.44 eV

```
64
Properties=species:S:1:pos:R:3:forces:R:3
C -4.15484 1.19869 -2.51229 0.13 0.04 0.77
C -4.08519 0.11816 -1.37239 -0.82 -0.25 -0.58
N -3.88480 -1.22751 -1.85256 1.10 0.13 0.48
C -2.51670 -1.57538 -1.76695 -1.33 1.41 -0.39
Cl -2.31408 -3.11534 -2.78682 0.28 -0.27 0.17
C -1.51732 -0.53777 -2.34524 1.35 -0.80 -0.64
C -0.02490 -1.01388 -2.31252 -0.29 -0.06 0.41
H -4.88640 0.85304 -3.24936 0.20 0.05 0.03
H -3.17999 1.34482 -2.99340 -0.28 -0.03 -0.04
H -4.49063 2.17078 -2.10110 0.06 -0.15 -0.14
H -5.09273 0.14418 -0.91020 0.23 0.13 0.05
H -3.38260 0.43669 -0.56726 -0.03 0.13 -0.17
H -2.16387 -1.85363 -0.74942 0.17 -0.32 -0.08
H -1.55814 0.43962 -1.85328 -0.40 -0.31 0.17
H -1.78090 -0.38883 -3.40006 -0.19 0.03 0.26
H 0.57484 -0.45639 -1.57685 -0.06 0.04 -0.29
H 0.43394 -0.93330 -3.30323 0.07 0.08 0.21
H 0.05097 -2.06715 -2.01111 -0.13 0.17 -0.15
C -0.93002 3.48839 -1.74122 0.00 0.07 0.06
O 0.23731 4.03672 -1.15880 0.17 -0.07 -0.19
C 0.86921 3.11906 -0.28127 -0.07 0.42 0.00
C 2.32806 3.48539 -0.09019 -0.03 -0.26 0.05
O 3.16077 3.07587 -1.17023 0.00 0.17 -0.01
C 3.06974 3.84215 -2.36392 0.19 -0.12 0.02
C 3.75185 5.19450 -2.26897 -0.43 0.08 -0.08
O 2.92314 6.12795 -1.59189 0.13 -0.02 0.22
C 3.66078 7.21097 -1.07443 -0.20 -0.11 -0.10
H -1.67033 3.24471 -0.97177 -0.05 -0.12 -0.09
H -1.35249 4.23090 -2.41626 0.03 0.05 0.06
H -0.68804 2.59137 -2.32008 -0.09 -0.07 0.06
H 0.79911 2.10008 -0.67773 0.02 -0.04 0.03
H 0.35132 3.16471 0.68618 0.06 -0.20 0.08
H 2.69830 2.93454 0.77764 0.01 -0.06 -0.05
H 2.45143 4.54791 0.12357 -0.16 0.07 -0.11
H 2.03537 3.93598 -2.69600 -0.04 0.20 0.08
H 3.60091 3.25636 -3.11768 0.04 -0.01 0.04
H 3.93760 5.58011 -3.28035 0.17 -0.09 -0.05
H 4.70754 5.08267 -1.74398 0.03 -0.04 -0.01
H 4.40156 6.86137 -0.34636 0.11 0.06 -0.04
H 2.96441 7.87717 -0.56753 -0.03 -0.01 -0.04
H 4.16033 7.76288 -1.87891 0.11 0.05 0.05
C 0.49858 -5.41707 0.08960 0.06 0.03 0.11
O 0.56223 -4.62833 1.25821 -0.17 -0.17 0.08
C -0.01465 -3.34361 1.05550 0.25 -0.10 0.20
C -0.41935 -2.72673 2.37974 -0.13 0.10 -0.20
O -1.64878 -3.23260 2.89049 0.14 -0.10 0.15
C -1.61408 -4.53582 3.45148 -0.17 0.18 0.03
C -0.95553 -4.59146 4.81807 0.23 -0.27 -0.27
O 0.45982 -4.59661 4.69527 0.03 0.23 0.07
C 1.09387 -4.18061 5.88203 -0.03 -0.13 -0.23
H 1.06597 -4.95347 -0.72500 -0.09 -0.03 -0.09
H 0.93511 -6.38953 0.31693 0.05 0.04 0.05
H -0.54006 -5.56575 -0.22318 0.02 0.07 -0.14
H -0.89142 -3.41798 0.40411 -0.01 0.08 -0.02
H 0.73889 -2.70876 0.57140 -0.15 0.15 -0.08
H -0.59965 -1.66341 2.20797 -0.09 -0.03 -0.05
H 0.37783 -2.80520 3.12068 0.09 -0.17 -0.05
H -1.16805 -5.25269 2.76104 0.20 -0.02 0.09
H -2.66233 -4.81639 3.57871 -0.01 0.05 0.02
H -1.25215 -5.51825 5.32800 -0.17 0.05 0.08
H -1.28309 -3.73131 5.41297 -0.04 0.02 0.00
H 0.80336 -3.15506 6.13634 -0.03 -0.01 0.13
H 2.16929 -4.20387 5.71185 -0.01 -0.04 -0.02
H 0.84966 -4.85403 6.71196 0.00 0.07 0.11
```
Positions in Å, forces in eV/Å.


Record 3
This record from the OMol25 dataset describes a 2-piece molecular cluster, C17H39FP2S overall at a distorted geometry. The level of theory is the ωB97M-V functional and the def2-TZVPD basis.

Properties
E_HOMO: -4.81 eV
orbital gap: 4.354 eV
E: -50388.1123 eV
LUMO: -0.46 eV

```
60
Properties=species:S:1:pos:R:3:forces:R:3
F -0.47020 0.49916 7.86080 0.44 -0.31 -1.09
C 0.56973 0.34561 6.81355 -0.68 -0.59 -0.82
P 0.55369 -1.40592 6.02368 -0.16 2.82 0.64
S 2.35223 -1.76950 5.31823 0.23 -0.34 -0.45
H 0.25230 1.06386 5.94156 0.27 -1.12 1.26
H -0.35480 -1.46083 4.87083 0.05 -0.73 0.85
H 0.14757 -2.33232 7.05035 -0.20 0.37 -0.75
C 2.30127 1.61404 2.35897 -0.03 0.02 0.18
C 2.19715 0.21947 1.76234 0.41 0.06 0.17
C 2.55226 0.16420 0.27788 0.07 -0.52 0.43
C 1.49634 0.71769 -0.68299 0.79 0.93 -0.27
P 0.12477 -0.32195 -1.12447 0.34 -0.76 0.03
C 0.79651 -1.92160 -1.63648 0.12 -0.56 0.28
C 1.96022 -2.00632 -2.62222 0.46 0.06 -0.34
C 1.66575 -1.77733 -4.10744 0.11 0.09 -0.10
C 0.49213 -2.57152 -4.65544 -0.09 0.02 -0.16
C -0.70380 0.30503 -2.56150 -0.21 0.50 -1.01
C -1.27784 1.71452 -2.62536 -0.30 0.66 -0.15
C -2.68335 1.94083 -2.07569 -0.16 0.23 0.26
C -3.69491 0.85544 -2.40873 -0.10 0.00 0.03
C -0.95519 -0.77539 0.20874 -0.73 -0.83 1.02
C -1.96186 0.15484 0.86999 -0.51 0.49 -0.24
C -1.42791 1.46923 1.43209 -0.40 0.26 0.25
C -1.21337 1.42773 2.93554 0.17 0.16 0.18
H 1.64976 2.32681 1.84822 -0.03 0.10 0.00
H 2.01523 1.59124 3.41540 0.06 0.02 -0.14
H 3.32944 1.98655 2.29908 -0.12 -0.03 -0.02
H 1.20113 -0.18068 1.93750 -0.09 -0.12 0.08
H 2.88922 -0.43327 2.30907 -0.26 0.03 -0.07
H 2.76802 -0.87647 0.01970 0.07 0.04 -0.11
H 3.48823 0.71711 0.12507 -0.22 -0.04 -0.10
H 2.01669 0.92521 -1.62709 -0.26 -0.04 -0.15
H 1.14865 1.69586 -0.34399 -0.14 -0.05 0.03
H -0.03582 -2.54422 -1.98141 -0.06 0.16 0.05
H 1.13838 -2.39792 -0.70866 -0.16 0.12 0.02
H 2.38546 -3.01593 -2.53386 -0.13 0.19 0.13
H 2.75693 -1.31760 -2.32090 -0.02 -0.12 0.05
H 2.56294 -2.05656 -4.67513 -0.09 0.09 0.19
H 1.52130 -0.71272 -4.30907 -0.01 0.01 -0.03
H 0.63647 -3.64476 -4.49650 -0.08 0.09 0.00
H 0.39474 -2.39960 -5.73267 -0.03 -0.09 0.17
H -0.45434 -2.27433 -4.19310 0.05 -0.10 -0.05
H -1.43459 -0.42899 -2.91117 0.03 -0.09 0.22
H 0.06899 0.31422 -3.33356 0.19 -0.33 0.13
H -1.31277 1.99830 -3.68706 0.18 -0.16 0.18
H -0.58713 2.41904 -2.14867 -0.04 -0.02 -0.09
H -3.05780 2.89301 -2.47270 0.17 -0.13 0.04
H -2.63343 2.08867 -0.99818 -0.05 -0.05 0.10
H -3.81292 0.74645 -3.49072 -0.02 -0.05 0.06
H -4.67081 1.10970 -1.98249 0.13 -0.07 -0.13
H -3.40792 -0.11607 -1.99481 -0.06 0.04 -0.05
H -0.34604 -1.22924 0.99986 0.27 0.05 -0.26
H -1.55144 -1.61001 -0.18345 0.24 -0.08 -0.17
H -2.46940 -0.40277 1.66919 0.27 0.01 -0.14
H -2.75006 0.36805 0.14954 -0.03 -0.02 -0.10
H -2.16127 2.26115 1.23556 0.13 -0.07 -0.11
H -0.51191 1.77348 0.92817 0.10 0.02 -0.06
H -2.16843 1.30344 3.45757 0.17 -0.04 -0.07
H -0.76804 2.36747 3.27774 -0.03 -0.21 0.07
H -0.55614 0.60640 3.22929 0.01 0.05 0.11
```
Positions in Å, forces in eV/Å.